(1)
Molecular formula: C33H46BiN6
Method: DFT, ωB97M-V with the def2-TZVPD basis set

Properties
Multiplicity: 1
Charge: -1

Atoms and positions in Å:
H1 -3.017 -1.129 -0.739
H2 -3.103 -0.748 1.798
C1 -0.692 -1.803 -2.916
C2 -1.712 -0.387 -4.771
C3 -2.895 0.275 2.142
H3 -3.476 -5.684 -3.441
C4 1.401 1.462 4.431
H4 -4.507 -4.669 -2.422
C5 -2.599 2.481 -2.461
C6 -1.714 2.371 1.171
H5 6.399 2.109 -0.176
C7 3.320 2.422 1.242
H6 2.793 2.629 2.182
H7 1.630 -3.162 2.210
H8 -1.685 -4.828 -1.743
H9 0.251 -2.443 5.568
H10 0.051 -1.333 1.999
H11 0.663 -2.495 -0.513
H12 -1.316 0.519 -4.303
H13 -1.157 -0.581 -5.702
H14 -4.522 -0.219 -0.469
C8 2.144 0.116 -3.871
C9 -3.875 -4.668 -3.323
H15 -1.163 2.302 3.264
C10 -2.746 0.973 -0.352
C11 -3.516 -0.163 -0.922
H16 1.716 2.823 -2.633
H17 4.049 1.072 4.126
C12 5.318 2.190 -0.101
H18 1.873 1.745 5.385
C13 -0.672 -2.971 -2.152
N1 2.124 0.337 3.827
H19 -3.507 -2.353 -4.741
H20 3.989 -0.649 3.738
C14 3.491 0.145 4.305
H21 1.670 -4.000 3.780
C15 1.436 -0.733 3.267
H22 2.018 -2.600 5.833
H23 4.913 1.965 -2.232
N2 1.821 0.722 -2.640
C16 1.338 -0.933 -4.009
N3 1.447 -1.931 3.920
C17 -2.301 2.131 -1.049
H24 -0.569 3.735 2.379
H25 -2.752 -0.190 -5.069
C18 -1.125 4.353 -0.404
C19 2.235 1.962 -2.195
H26 1.426 -3.391 -1.849
H27 -4.512 -4.439 -4.186
H28 1.438 2.350 3.783
H29 0.116 -3.400 3.134
C20 -2.752 -3.673 -3.214
C21 -1.703 -1.573 -3.864
H30 5.300 2.530 2.049
C22 -1.713 -3.893 -2.304
C23 0.496 -3.273 -1.272
N4 2.524 2.213 0.156
N5 0.463 -0.949 -2.914
H31 -3.376 1.824 -2.873
H32 -3.836 0.686 2.555
H33 -0.078 4.489 -0.085
H34 -1.711 2.402 -3.106
H35 0.344 1.218 4.625
C24 -2.727 -2.515 -3.989
H36 1.249 -0.988 5.796
C25 1.197 -3.184 3.218
C26 -1.636 2.982 -0.126
H37 3.518 -0.090 5.380
H38 -1.185 4.586 -1.476
H39 0.324 -4.224 -0.754
H40 2.930 0.510 -4.490
C27 4.521 2.092 -1.224
H41 1.257 -1.668 -4.790
Bi1 0.555 0.811 0.153
H42 -2.170 0.222 2.968
C28 -2.417 1.126 1.021
H43 -2.293 3.597 2.824
C29 -1.408 3.029 2.472
C30 1.237 -1.992 5.361
C31 0.871 -0.042 -1.960
H44 -3.635 -0.055 -2.007
N6 0.788 -0.621 2.105
H45 -2.966 3.520 -2.527
C32 4.704 2.391 1.146
H46 -1.725 5.107 0.137
C33 3.115 2.120 -1.088



(2)
Molecular formula: C33H46BrN3P2SeW
Method: DFT, ωB97M-V with the def2-TZVPD basis set

Properties
Multiplicity: 3
Charge: +4

Atoms and positions in Å:
Br1 -4.998 0.248 -1.090
C1 3.464 -2.670 -1.203
C2 2.820 5.037 -1.690
N1 2.757 5.082 -3.021
C3 -4.188 -3.139 -1.949
C4 -1.301 -3.681 -3.643
C5 -2.603 -0.412 -3.085
H1 4.375 -0.931 0.785
H2 3.432 5.789 -1.201
C6 2.107 -0.984 4.284
C7 -3.257 1.044 -0.302
C8 0.949 0.499 6.835
C9 -1.229 1.339 7.633
H3 4.059 -0.317 -2.729
H4 4.320 -2.057 -0.891
H5 0.603 2.541 -3.612
C10 -0.332 -0.720 3.656
H6 -3.709 -0.035 -4.838
H7 -3.425 -0.513 1.322
Se1 -0.441 -1.375 1.782
C11 3.217 0.366 -2.915
H8 4.659 0.790 1.115
H9 -1.628 -4.468 -2.953
H10 -2.179 4.227 0.340
H11 1.378 -2.993 -0.757
H12 2.275 -1.831 4.963
C12 1.321 3.164 -1.590
H13 -1.819 1.772 8.443
C13 4.166 0.087 0.424
H14 -2.158 -3.357 -4.247
H15 -1.813 0.344 -3.247
H16 3.437 1.345 -2.471
H17 4.615 0.227 -0.573
H18 1.079 0.492 -2.760
C14 -3.187 -0.895 -4.399
C15 1.874 -0.210 -2.465
C16 0.348 0.283 5.591
C17 -2.973 0.431 1.000
C18 -0.064 1.907 0.248
H19 2.230 -1.313 3.246
H20 2.841 -0.198 4.511
C19 -1.817 1.124 6.381
H21 2.004 0.248 6.979
H22 -4.776 -3.911 -1.442
H23 -1.567 1.014 2.659
H24 2.338 -2.467 0.635
H25 2.504 1.461 0.179
H26 2.260 0.275 1.449
C20 2.667 0.404 0.429
H27 -4.081 3.017 -0.826
H28 -2.358 -3.750 -0.925
H29 2.195 4.133 0.179
N2 -1.407 -0.203 4.313
C21 2.151 4.101 -0.913
H30 0.176 -2.835 -2.261
H31 0.522 1.115 8.878
W1 -1.216 0.030 -0.034
H32 1.707 -1.153 -3.015
C22 0.594 2.298 -0.807
P1 -1.865 -1.616 -1.925
C23 -1.313 2.188 0.834
H33 3.723 -3.716 -0.985
P2 1.502 -0.548 -0.666
H34 -3.413 0.100 -2.499
C24 1.257 3.204 -3.026
C25 -3.278 2.488 -0.325
N3 0.744 -0.485 4.462
C26 2.023 4.176 -3.674
H35 3.349 -2.588 -2.291
H36 -3.907 -1.711 -4.260
H37 -3.268 -2.462 -0.098
H38 -3.922 -3.526 -2.940
H39 2.028 4.226 -4.770
C27 -1.865 1.129 1.628
H40 -2.843 1.387 6.110
H41 -0.561 -4.109 -4.324
H42 3.162 0.527 -4.004
C28 2.184 -2.310 -0.447
C29 -1.002 0.538 5.429
C30 -0.658 -2.522 -2.906
H43 -0.262 -1.779 -3.609
C31 -2.273 3.138 0.312
H44 -2.419 -1.198 -5.120
H45 -2.366 -0.246 3.973
H46 -4.822 -2.250 -2.061
C32 0.121 0.992 7.867
C33 -2.971 -2.845 -1.091



(3)
Molecular formula: C33H46I2N9O3PTl
Method: DFT, ωB97M-V with the def2-TZVPD basis set

Properties
Multiplicity: 1
Charge: -1

Atoms and positions in Å:
H1 3.353 -4.159 -1.940
H2 4.769 -2.404 -1.055
H3 3.680 1.045 0.185
C1 -3.059 -0.428 -3.395
O1 -4.145 1.974 -2.669
N1 -1.549 3.895 0.512
N2 1.602 -3.651 -0.841
C2 3.071 4.222 2.249
C3 0.501 -4.516 -0.363
H4 -2.914 -2.900 2.406
I1 -3.829 2.648 2.465
H5 0.516 -2.427 -3.445
H6 5.747 0.124 -0.809
H7 -1.537 -3.411 -2.914
H8 -5.719 2.566 -0.763
C4 1.657 -0.738 -4.181
C5 2.882 5.382 1.511
H9 -3.574 0.200 -4.108
N3 -2.921 -0.798 2.003
H10 -2.648 -1.527 4.534
H11 -0.012 -4.058 0.481
H12 2.036 0.740 -1.663
H13 1.466 6.439 0.251
C6 1.201 -5.826 -0.012
H14 5.895 -1.028 0.524
H15 -0.233 -4.674 -1.160
C7 -3.476 5.423 0.557
H16 -3.251 -0.883 1.046
C8 -0.607 -0.975 4.183
H17 -6.686 4.783 -0.318
C9 -3.720 3.080 -0.158
H18 -2.681 -2.083 -4.708
H19 -1.308 -2.388 -0.657
N4 -0.931 0.443 4.013
C10 0.707 4.574 0.931
H20 -5.213 6.625 0.521
H21 2.148 2.370 2.832
C11 -1.934 -2.423 -2.718
H22 3.526 -4.250 -0.183
H23 2.719 -0.484 -4.251
N5 0.890 3.453 1.628
C12 2.836 -4.424 -1.015
H24 4.733 0.837 1.587
C13 -5.109 3.373 -0.382
C14 -2.875 4.140 0.316
H25 0.195 -1.236 3.484
O2 -0.741 5.888 -0.381
H26 1.970 -6.138 -2.004
H27 -3.700 -0.523 2.592
H28 2.304 -0.395 1.594
C15 -4.796 5.642 0.334
C16 -3.476 1.437 -1.769
H29 3.655 6.140 1.468
P1 1.605 -2.034 -0.462
I2 -4.289 1.588 5.195
C17 1.685 5.562 0.842
C18 0.892 0.388 -3.486
H30 -1.553 -2.880 4.277
N6 -3.165 1.867 -0.560
H31 3.726 -1.298 2.128
H32 -2.827 6.215 0.898
H33 0.325 0.424 -1.374
H34 -1.786 0.688 4.505
H35 3.880 -1.046 -1.751
H36 -0.246 -1.194 5.197
N7 -2.291 -0.653 -1.146
H37 -1.399 -2.187 1.832
H38 3.985 4.041 2.800
H39 1.289 -0.950 -5.185
C19 -2.572 -1.684 -3.706
C20 5.183 -0.486 -0.104
C21 4.255 -1.472 -0.815
C22 -0.645 4.833 0.265
H40 -0.195 1.035 4.379
N8 1.455 -1.291 -1.917
C23 4.228 0.310 0.777
C24 2.044 3.292 2.268
C25 3.278 -0.767 1.283
H41 3.143 -6.570 -0.750
H42 1.601 -5.773 1.003
C26 -5.633 4.600 -0.143
N9 3.137 -1.692 0.127
C27 -2.904 0.055 -2.097
C28 -1.808 -1.877 3.920
C29 -2.269 -2.014 2.474
C30 2.351 -5.870 -1.016
H43 2.263 -2.659 -3.331
Tl1 -1.108 1.105 1.054
H44 -0.177 0.295 -3.680
O3 0.568 -1.662 0.532
C31 -1.815 -1.859 -1.458
H45 1.207 1.380 -3.805
C32 1.464 -1.922 -3.240
H46 0.532 -6.684 -0.077
C33 1.173 0.155 -2.001



One value per record, in order, for E: -49742.0152, -195181.8207, -84710.8594 eV.